Entry from the OMol25 dataset: a structure of composition C25H55NO2Si2Y (ωB97M-V/def2-TZVPD).

Geometry (Å):
Y  -0.0846  0.0665  -0.2542
Si  3.4254  0.5641  -1.5198
Si  -3.2349  -0.2563  -0.4832
O  1.0768  0.8390  -4.6967
O  -0.8190  -1.2538  -3.1262
N  -0.4947  1.5773  1.7728
C  4.5934  -0.5686  -2.4426
C  -0.5881  2.4002  -5.8871
C  1.7009  0.2769  -2.0335
C  -0.9570  2.9649  1.5497
C  -4.5080  -0.8630  -1.7473
C  0.0184  -2.3601  -3.6436
C  1.9971  0.7998  -7.0675
C  -2.4995  1.3572  -1.1618
C  2.3680  -2.3334  3.0118
C  1.5277  -2.0884  1.8981
C  1.1355  -0.7939  1.6433
C  0.3386  2.2530  -4.7149
C  -1.3615  0.8926  2.7828
C  -1.8589  -1.4734  -0.1897
C  0.9102  1.6358  2.2952
C  2.3258  0.0240  3.5943
C  -0.5699  -3.6965  -3.2611
C  3.8553  0.3220  0.2742
C  -1.9195  -0.9101  -4.0143
C  1.4638  0.2419  2.5099
C  3.7221  2.3787  -1.8802
C  2.2943  0.4999  -5.6379
C  2.7775  -1.2758  3.8455
C  -1.7220  -1.1556  -5.4988
C  -4.3012  0.0888  1.0253
H  1.6098  0.8187  -3.7918
H  3.4390  -1.4541  4.6820
H  -0.3338  3.4655  0.7995
H  -0.8777  3.5146  2.5006
H  1.5530  2.2183  1.6053
H  -0.2110  2.2290  -3.7762
H  -2.8774  2.1983  -0.5644
H  0.1647  -2.2721  -4.7360
H  -4.6234  -1.9554  -1.6833
H  2.8983  0.5464  -7.6358
H  4.7865  2.5279  -2.1025
H  2.5906  0.8827  4.2240
H  1.7739  1.8556  -7.2225
H  1.1806  0.1760  -7.4444
H  0.8856  2.1949  3.2496
H  3.1262  2.7511  -2.7243
H  -2.0752  0.1673  -3.8347
H  1.1470  2.9977  -4.6628
H  -3.8441  0.7994  1.7279
H  -2.6637  -0.9125  -6.0163
H  4.9517  0.2172  0.3092
H  -0.9158  -0.5029  -5.8823
H  0.1348  -4.4683  -3.5776
H  4.3678  -1.6215  -2.2203
H  1.5607  -0.7011  -2.4920
H  -5.4943  -0.4140  -1.5426
H  1.2748  1.1931  -2.4520
H  3.1264  1.0661  -5.1961
H  2.6767  -3.3468  3.2486
H  -2.2041  1.5521  3.0385
H  4.5582  -0.4213  -3.5286
H  -0.1038  2.3222  -6.8617
H  3.4008  -0.5739  0.7105
H  3.5572  1.1939  0.8683
H  -1.3920  1.5103  -1.2908
H  1.1802  -2.9051  1.2633
H  -1.0543  3.3903  -5.8458
H  -1.4983  -2.2137  -5.7321
H  -1.5433  -3.8540  -3.7537
H  5.6151  -0.3647  -2.0958
H  -2.7881  -1.4653  -3.6290
H  -1.9224  -2.0336  0.7651
H  -2.9265  1.4489  -2.1725
H  3.4611  2.9593  -0.9832
H  -4.2483  -0.5992  -2.7809
H  -4.5141  -0.8434  1.5702
H  -1.7424  -0.0719  2.4119
H  1.0085  -2.1950  -3.1973
H  -0.7102  -3.7525  -2.1761
H  -2.0018  2.9752  1.2229
H  -0.7826  0.7030  3.6979
H  -1.7793  -2.2062  -1.0188
H  -1.4065  1.6701  -5.8372
H  -5.2704  0.5079  0.7162
H  2.4049  -0.5669  -5.4267

Calculated values
M (g mol⁻¹): 546.798
Largest force on an atom (eV/Å): 2.35
E_HOMO (eV): -10.14
Net charge: +1
Energy above the lowest of the compared OMol25 structures with the same formula, charge and spin (kcal/mol): 43.0
Multiplicity: 1

***

Entry from the OMol25 dataset: a cluster of 7 separate species, C25H56Cl8O9 in total (ωB97M-V/def2-TZVPD).

Geometry (Å):
Cl  3.3800  -4.2430  -5.4141
Cl  0.9733  -3.0477  -1.8079
Cl  -3.8060  -2.9381  -0.8094
Cl  -1.2809  -0.5007  -1.2893
Cl  5.1435  -0.6518  -5.9753
Cl  6.0038  -6.0702  -4.0850
Cl  4.7536  -1.2408  -2.6170
Cl  -3.2395  -5.0206  -2.8359
O  1.6243  1.8700  -2.7299
O  -2.7377  4.0046  -1.2252
O  -1.1568  3.0016  -3.3539
O  -2.6707  -2.8790  3.3632
O  -1.4187  0.2281  2.0851
O  0.8506  2.0602  2.9809
O  -5.1793  -2.2298  4.8575
O  0.1166  -3.4445  3.2738
O  1.6276  4.4887  1.7244
C  3.9903  0.1659  -4.8562
C  -1.7293  4.9281  -0.8809
C  2.1520  2.3811  2.6398
C  -0.4898  1.9378  -3.9854
C  0.3608  -0.6399  -0.5259
C  -1.8437  1.4907  1.6696
C  -2.0581  -3.5650  2.2948
C  -5.6442  -1.6265  6.0134
C  2.3938  3.8770  2.7409
C  4.9105  -4.9967  -3.2411
C  0.9940  2.2102  -3.9657
C  -3.8286  -2.1728  2.9166
C  1.3888  2.8036  -1.6846
C  1.7405  5.8861  1.7710
C  -0.9281  -4.3635  2.9567
C  4.6009  0.2921  -3.4644
C  0.7688  0.6759  3.1558
C  -2.5504  2.7627  -3.1798
C  3.5073  -5.0200  -3.8327
C  1.3495  -3.7665  2.6796
C  -0.6600  0.2394  3.2860
C  -2.5868  -3.8158  -1.6812
C  -3.1461  4.0138  -2.5918
C  -4.3355  -1.4150  4.1354
C  1.3735  -1.3708  -1.3628
H  1.3977  0.2799  3.9455
H  -0.7154  4.7446  -1.2472
H  3.4609  4.1409  2.6831
H  -0.5820  -5.2297  2.3829
H  -0.6431  -0.7769  3.6129
H  4.9093  -5.3037  -2.2060
H  0.4066  2.7091  -1.2302
H  -1.5928  -2.8788  1.5646
H  2.8744  1.8874  3.3058
H  -2.5004  1.9053  2.4340
H  -0.8190  1.8146  -5.0266
H  -1.6554  4.7155  0.1776
H  2.0720  4.2095  3.7357
H  1.2139  0.0882  2.3445
H  -3.4645  -0.9850  4.6363
H  -1.1293  2.2354  1.3156
H  -0.7261  0.9829  -3.4968
H  -4.8285  -0.5493  3.7062
H  3.0486  -0.3793  -4.8477
H  0.1289  -1.2354  0.3298
H  3.7532  1.1448  -5.3305
H  -2.9800  2.4509  -4.1380
H  -2.4851  1.3366  0.8207
H  -1.2999  -4.8701  3.8404
H  -2.8390  4.9610  -3.0925
H  2.1626  2.6502  -0.9392
H  0.6084  0.3938  -0.4126
H  -1.9182  -4.3034  -1.0022
H  1.5201  -0.8222  -2.2858
H  -1.9905  5.9721  -0.9893
H  2.0753  -3.0126  2.9893
H  1.1081  3.2937  -4.1203
H  -4.6143  -2.8671  2.5819
H  -1.1608  0.8505  4.0579
H  -4.8504  -1.5168  6.7339
H  2.3694  -1.4458  -0.9571
H  -2.6802  1.8811  -2.5543
H  -4.2384  3.9385  -2.6218
H  -6.3201  -2.2178  6.5998
H  5.3001  -3.9576  -3.2642
H  2.8745  -4.4647  -3.1461
H  1.5231  3.8570  -2.0107
H  4.0417  0.9294  -2.7876
H  1.4887  1.5669  -4.6816
H  1.3018  6.3445  2.6671
H  -6.1021  -0.6628  5.7872
H  1.3044  -3.6418  1.5942
H  -2.7853  -4.2554  1.8217
H  -3.5432  -1.5154  2.0755
H  2.3567  2.1019  1.5971
H  2.8036  6.1319  1.8379
H  5.6061  0.6926  -3.5522
H  1.6967  -4.7636  2.9250
H  -1.9723  -3.1016  -2.2070
H  1.2299  6.2545  0.8929
H  3.0858  -6.0068  -3.9984

Calculated values
M (g mol⁻¹): 784.338
SMILES: COCCOCCOC.COCCOCCOC.COCCOCCOC.ClCCCl.ClCCCl.ClCCCl.ClCCl
Largest force on an atom (eV/Å): 2.35
E_HOMO (eV): -9.49
Multiplicity: 1

***

Entry from the OMol25 dataset: a cluster of 9 separate species, C25H56F3I2N2O10 in total (ωB97M-V/def2-TZVPD).

Geometry (Å):
I  -4.1312  4.8651  -0.5134
I  -1.9797  1.2537  2.4290
F  -3.7701  -3.4642  0.9205
F  -4.8143  -1.1912  2.1966
F  -4.4245  -2.4984  -1.2607
O  2.4040  0.7545  0.8053
O  -5.4211  4.8235  -3.6630
O  3.6833  1.8425  -3.1716
O  0.9012  2.0916  -0.8151
O  6.5013  -5.1138  3.1283
O  6.0458  -3.5884  6.2063
O  -6.0086  2.4758  -6.7587
O  -6.1985  -4.6898  -1.6176
O  6.6297  -1.1198  5.1725
O  5.9908  -1.6913  0.8617
N  -2.9863  0.8589  -3.3202
N  -3.8150  0.8495  -2.2918
C  -6.1967  -5.6706  -0.5893
C  6.5871  -2.7067  1.6628
C  -4.9624  -1.2967  0.7767
C  -3.9330  3.8574  2.5050
C  6.5319  0.2739  5.4211
C  0.0278  2.8670  -1.6490
C  -2.4163  2.1261  -0.6028
C  2.4654  0.2012  -0.5229
C  -3.7310  1.3519  -0.9661
C  -2.1025  2.7666  0.8164
C  7.4374  -6.0783  3.5953
C  2.7857  -0.4614  2.9150
C  -6.5912  4.5861  -4.4370
C  1.2713  0.8305  -1.4304
C  -0.7235  1.4710  -4.3996
C  -1.7497  1.4961  -3.1514
C  5.0616  2.0889  -3.4230
C  -1.4213  2.1629  -1.7924
C  6.6445  -4.5955  7.0092
C  3.4798  0.2568  1.6506
C  -5.7432  -0.1897  -0.0505
C  -4.3853  -2.4317  0.1861
C  -4.9167  1.1809  0.0743
C  -7.1801  2.2426  -7.5306
C  -3.0011  4.0478  1.2068
H  4.1244  -0.4629  1.0174
H  -6.5761  -6.6076  -0.9966
H  1.6874  1.0574  -2.4673
H  -7.2259  3.8548  -3.9290
H  3.5794  -1.0663  3.4657
H  6.0609  -1.9766  -0.0577
H  -6.8416  -5.3462  0.2315
H  -5.6675  2.0325  -0.1487
H  -4.9580  3.9806  -3.5819
H  5.6321  -5.5354  3.1324
H  6.5799  -4.2973  8.0558
H  8.4313  -5.6307  3.6021
H  5.5596  0.5022  5.8663
H  -1.0933  2.1374  -5.2435
H  6.5238  -2.4126  2.7106
H  6.1131  -5.5404  6.8685
H  7.1712  -6.3855  4.6098
H  0.3933  0.0984  -1.4572
H  6.1165  -3.8768  5.2862
H  6.0553  -3.6467  1.5188
H  -5.5475  1.6315  -6.6790
H  0.4713  3.1819  -2.6520
H  -4.6241  1.3028  1.1654
H  6.6294  0.8081  4.4753
H  6.5402  -1.5711  6.0230
H  5.5713  2.3221  -2.4852
H  5.1659  2.9225  -4.1214
H  0.3512  1.6504  -4.0824
H  2.3054  0.3142  3.6105
H  5.5041  1.1944  -3.8610
H  -5.8562  -3.8728  -1.2367
H  -7.1369  5.5235  -4.5464
H  4.1145  1.1363  2.0268
H  7.4355  -6.9450  2.9301
H  -6.9022  1.8713  -8.5197
H  -7.8169  1.5132  -7.0240
H  2.3964  -0.9525  -0.4697
H  7.3332  0.5858  6.0960
H  -6.3091  4.2147  -5.4223
H  3.4783  0.4469  -1.0216
H  -0.1780  3.8489  -1.0763
H  -6.7400  -0.0166  0.5064
H  -6.0277  -0.4935  -1.1079
H  1.9877  -1.1986  2.5311
H  -2.2777  4.9042  1.4808
H  -3.3830  3.9593  3.4954
H  -4.7039  4.7174  2.4604
H  -5.1772  -5.8216  -0.2249
H  3.3164  2.6481  -2.7849
H  7.6371  -2.8253  1.3831
H  -7.7229  3.1818  -7.6379
H  7.6948  -4.7105  6.7294
H  -1.0174  3.1537  0.7445
H  -4.7204  0.3750  -2.4891
H  -0.7629  0.3894  -4.7989
H  -4.5399  2.8965  2.5175

Calculated values
M (g mol⁻¹): 855.529
Largest force on an atom (eV/Å): 4.25
E_HOMO (eV): -11.10
Net charge: +1
Multiplicity: 1

***

Entry from the OMol25 dataset: a cluster of 8 separate species, C25H58BrClIN3O10PS7 in total (ωB97M-V/def2-TZVPD).

Geometry (Å):
I  2.5163  2.3439  -2.1275
Br  1.0648  -0.2299  -4.6440
Cl  1.5351  -3.5945  -5.1603
S  -5.7027  -0.2037  5.4985
S  6.8897  1.3450  0.1180
S  -0.9180  4.5793  0.4953
S  -7.2769  -3.4634  1.6309
S  -1.7655  1.2306  -7.7262
S  2.9799  -3.5075  5.2579
S  5.1656  5.3966  -1.1162
P  -2.1032  -2.0337  0.7436
O  -2.5490  -3.2632  1.5477
O  5.4909  1.6970  0.5138
O  -2.7276  -2.0385  -0.8617
O  -2.8444  -0.6747  1.4925
O  -1.6384  2.2205  -8.8349
O  4.2351  -2.7367  5.0109
O  -5.5727  0.7772  4.3760
O  -7.9444  -2.5521  2.6088
O  -0.6277  3.5850  -0.5856
O  6.0206  4.6854  -2.1165
N  1.9340  -4.8283  1.9103
N  0.9109  -3.9804  -2.4460
N  0.5614  -3.5237  -1.2617
C  1.0565  -3.0488  -3.4803
C  -4.4406  -1.4725  5.2566
C  7.8564  2.8682  0.1266
C  0.2462  -2.2320  -0.7712
C  0.3603  -1.0537  -1.8078
C  -0.4869  -0.0215  -7.9686
C  -8.5725  -4.3260  0.7184
C  6.9046  1.1223  -1.6728
C  1.4112  1.0445  -0.7208
C  6.0748  6.8562  -0.5684
C  0.8109  -1.5545  -3.1982
C  -3.1612  0.1549  -8.1174
C  0.4772  -4.6074  -0.1955
C  0.0661  0.4533  -1.4023
C  -0.3385  6.1875  -0.0810
C  3.8956  6.2958  -2.0314
C  -7.1116  -1.2666  5.1275
C  -6.7118  -2.4489  0.2481
C  -0.2073  -1.8845  0.7251
C  1.8367  -4.5108  0.6383
C  1.1486  1.7682  0.6973
C  -2.6781  4.9683  0.4146
C  1.5958  -2.3628  5.0721
C  2.8145  -3.7174  7.0425
C  3.1310  -3.9465  -0.1302
H  -9.2836  -3.6063  0.3089
H  -3.7381  -0.9732  1.8043
H  -7.1661  -2.0717  5.8628
H  -3.2425  4.0794  0.7012
H  -4.5802  -2.2703  5.9879
H  1.5332  -2.0633  4.0244
H  1.8488  -4.1728  7.2693
H  6.9459  6.5268  -0.0006
H  -3.2131  -0.6567  -7.3892
H  -4.5060  -1.8760  4.2438
H  7.3557  3.6298  -0.4737
H  7.9313  0.9806  -2.0150
H  0.0476  -0.8001  0.9977
H  -3.4595  -1.0170  5.4024
H  0.7501  6.1593  -0.1441
H  -9.0908  -4.9954  1.4058
H  2.1173  0.1622  -0.4931
H  -0.7529  6.4023  -1.0676
H  1.7538  2.7469  0.6675
H  -6.3229  -3.0933  -0.5423
H  -2.9047  5.7788  1.1092
H  1.5892  1.1097  1.5343
H  3.3252  6.9226  -1.3435
H  -0.7397  0.4120  -0.5764
H  -2.8773  -1.0831  -1.0878
H  6.4623  1.9935  -2.1609
H  0.2114  -2.5912  1.5110
H  -8.1248  -4.9116  -0.0865
H  -0.6388  6.9599  0.6290
H  3.6130  -4.3751  7.3874
H  0.6686  -2.8609  5.3612
H  -3.0495  -0.2505  -9.1246
H  -0.5387  -0.4165  -8.9848
H  3.2264  5.5708  -2.4981
H  -4.0765  0.7455  -8.0649
H  8.8527  2.6702  -0.2725
H  1.7569  -1.4791  5.6924
H  4.1001  -4.0731  0.4527
H  -8.0214  -0.6676  5.1817
H  2.9007  -2.7507  7.5418
H  -0.3018  1.0577  -2.2920
H  -2.9495  5.2576  -0.6022
H  4.3584  6.9116  -2.8048
H  5.4357  7.4655  0.0730
H  6.4042  7.4373  -1.4316
H  -0.6233  -0.8274  -7.2451
H  7.9431  3.2168  1.1574
H  -7.0118  -1.6809  4.1232
H  2.9143  -4.6353  2.1839
H  0.4878  0.4438  -7.8110
H  3.2731  -4.5115  -1.1202
H  -7.5363  -1.8438  -0.1334
H  2.9123  -2.8536  -0.3967
H  -0.4727  -4.5311  0.4260
H  0.4399  -5.6408  -0.7047
H  0.0490  2.0011  0.8954
H  6.3182  0.2347  -1.9147
H  -5.9154  -1.7922  0.6020

Calculated values
M (g mol⁻¹): 1058.454
Largest force on an atom (eV/Å): 5.02
E_HOMO (eV): -10.17
Net charge: +1
Energy above the lowest of the compared OMol25 structures with the same formula, charge and spin (kcal/mol): 116.3
Multiplicity: 1

***

Entry from the OMol25 dataset: a cluster of 3 separate species, C25H58INO8P in total (ωB97M-V/def2-TZVPD).

Geometry (Å):
I  -8.4252  0.2544  -0.9352
P  -2.6297  0.0882  3.5211
O  -4.2720  0.1827  2.8681
O  1.6907  -1.2268  1.0168
O  3.2787  -0.3077  -3.2710
O  -2.0679  0.1902  1.8294
O  4.5761  -1.9399  3.1815
O  4.8716  -1.8049  -5.4559
O  2.7182  0.5211  3.3354
O  5.1735  -2.1454  -1.6678
N  -5.0214  -1.4908  -2.1929
C  -1.7498  3.8828  2.1248
C  -7.2996  2.0336  -0.4972
C  3.0337  0.5268  1.9544
C  -3.5606  -1.3234  -2.1464
C  -5.6639  1.0938  1.1914
C  -3.5528  -1.1071  0.4638
C  0.4503  -1.5639  0.4196
C  5.8398  -2.1356  -0.4265
C  -2.9713  -1.7447  -0.8055
C  4.6925  -2.2705  -6.7701
C  -2.5171  1.1717  -0.2707
C  2.6053  -0.7561  3.9364
C  3.9396  -1.3587  4.3096
C  5.9101  -2.2806  3.4533
C  3.1139  -1.6462  -2.8224
C  -5.8473  1.7559  -0.1661
C  4.5842  -0.4236  -5.3400
C  -2.2611  3.5872  0.7104
C  3.7806  -1.9246  -1.4979
C  -3.1088  0.3426  0.8746
C  -2.0060  4.8023  -0.1866
C  -1.5980  2.3337  0.1065
C  1.8661  0.1773  1.0608
C  -4.2339  0.9771  1.7140
C  4.5150  -0.0073  -3.8883
H  -3.0636  -2.8280  -0.7046
H  3.8794  -0.1352  1.7398
H  5.7490  -1.1603  0.0668
H  -2.5009  4.6983  -1.1537
H  6.3221  -2.7466  2.5590
H  -3.9336  1.9876  2.0238
H  -1.2441  0.0665  3.9587
H  2.0407  -0.5948  4.8564
H  -3.3058  1.5826  -0.9044
H  -3.2461  -0.3128  -2.4112
H  -0.8032  1.9734  0.7561
H  3.6502  -2.1613  -7.0929
H  -0.8981  4.5669  2.0673
H  5.3523  -0.4353  -3.3310
H  -3.3424  3.4524  0.7294
H  3.3255  -2.8130  -1.0409
H  -7.4104  2.6513  -1.3820
H  -7.8255  2.4905  0.3356
H  -0.3789  -1.1583  1.0074
H  4.5817  -0.5741  4.7326
H  -4.6385  -1.2142  0.4659
H  -5.4202  1.1345  -0.9525
H  3.4527  -2.3589  -3.5787
H  -1.9328  0.5130  -0.9087
H  -2.5065  4.3629  2.7451
H  -0.9350  4.9485  -0.3320
H  4.5968  1.0815  -3.8549
H  2.0672  0.5547  0.0444
H  6.5074  -1.3933  3.6998
H  5.9819  -2.9916  4.2869
H  3.6135  -1.0784  -0.8223
H  0.3965  -1.1792  -0.6094
H  -1.9039  -1.5244  -0.8122
H  3.6244  -0.1969  -5.8225
H  -1.4144  2.9780  2.6245
H  -2.6261  1.5331  3.6033
H  0.3826  -2.6516  0.3948
H  6.8921  -2.3443  -0.6153
H  -5.4304  -0.8685  -2.8793
H  3.7840  -2.1317  5.0762
H  4.9589  -3.3257  -6.7841
H  -3.1454  -1.9835  -2.9136
H  -3.1163  -0.0037  4.8847
H  5.4362  -2.8999  0.2486
H  2.0387  -1.7724  -2.6838
H  5.3719  0.1558  -5.8448
H  -6.1889  1.7062  1.9313
H  -5.3394  2.7244  -0.1901
H  0.9559  0.6597  1.4374
H  3.3343  1.5537  1.7340
H  -6.1634  0.1244  1.2084
H  -3.2174  -1.7126  1.3007
H  -5.4349  -1.2246  -1.3081
H  2.0354  -1.4406  3.3054
H  -1.1181  2.6362  -0.8306
H  -2.6368  -1.3584  3.3999
H  5.3366  -1.7319  -7.4771
H  -2.4004  5.7063  0.2852

Calculated values
M (g mol⁻¹): 658.616
Largest force on an atom (eV/Å): 0.72
E_HOMO (eV): -4.33
Net charge: -1
Multiplicity: 1

***

> Look up the E_HOMO of the fifth one.

-4.33 eV

***

> Which value of E_HOMO does entry 5 give?

-4.33 eV

***

> E_HOMO of number 2 (C25H56Cl8O9)?

-9.49 eV

***

> Number 3 is which compound?

C25H56F3I2N2O10